32
Properties=species:S:1:pos:R:3:forces:R:3 method="wB97M-V/def2-TZVPD" e_above_lowest_kcal_mol=28.36 orbital_gap_ev=7.651 spin_multiplicity=1
C -3.391 -1.443 -1.278 0.0 0.0 -0.1
C -3.710 -1.477 0.001 0.1 0.0 0.2
C -2.760 -1.244 1.146 -0.4 -0.1 0.0
N -1.437 -0.830 0.735 0.1 -0.3 0.1
C -0.429 -1.734 0.752 0.2 0.0 -0.1
C 0.839 -1.447 0.385 0.0 0.0 -0.1
C 1.189 -0.130 -0.053 0.3 -0.4 0.2
N 2.387 0.252 -0.337 -0.3 0.7 0.0
C 3.491 -0.426 -0.611 0.5 -0.1 -0.1
C 4.715 -0.121 -0.072 -0.9 -0.4 -0.3
C 5.876 -0.782 -0.502 0.5 -0.5 -0.3
N 6.819 -1.335 -0.857 0.2 -0.1 -0.1
C 4.857 0.827 0.958 -0.1 0.5 0.4
N 4.968 1.597 1.802 0.0 0.2 0.2
H 3.459 -1.184 -1.396 0.1 -0.1 0.1
C 0.105 0.835 -0.089 -0.4 0.0 0.0
C 0.349 2.145 -0.512 -0.1 0.1 0.0
C -0.666 3.069 -0.573 0.2 0.0 0.0
C -1.957 2.691 -0.218 0.0 -0.2 0.1
C -2.223 1.408 0.207 -0.2 0.1 0.1
C -1.198 0.458 0.292 0.4 0.5 -0.2
H -3.237 1.145 0.458 -0.1 0.0 0.0
H -2.763 3.406 -0.275 -0.1 0.0 0.0
H -0.468 4.078 -0.898 0.0 0.1 0.0
H 1.361 2.403 -0.782 0.1 0.0 0.0
H 1.605 -2.205 0.435 0.0 -0.1 0.1
H -0.696 -2.727 1.086 -0.1 0.0 0.0
H -2.668 -2.176 1.714 0.1 0.2 0.0
H -3.181 -0.498 1.829 0.1 -0.1 0.0
H -4.721 -1.701 0.316 -0.2 0.0 0.0
H -4.122 -1.631 -2.044 -0.2 -0.1 -0.1
H -2.393 -1.225 -1.619 0.2 0.1 0.0